(1)
C16H32BrN4O4 | the ωB97M-V functional and the def2-TZVPD basis

Last column: natural (NBO) charge in e.
Atoms and positions in Å:
C1 3.00685 -0.45726 2.31833  -0.603
C2 1.86896 0.28170 1.58449  -0.439
C3 2.31657 0.98609 0.26636  -0.256
Br1 4.16416 0.63391 -0.29954  0.029
C4 1.33207 0.79664 -0.91832  0.464
C5 1.52893 2.04660 -1.82561  -0.483
C6 0.62339 3.22796 -1.50472  -0.061
O1 0.49442 3.44342 -0.10999  -0.737
O2 0.04590 0.68603 -0.38862  -0.531
C7 -0.90455 0.43413 -1.38493  0.240
C8 -2.28710 0.47992 -0.73733  -0.423
C9 -2.92735 -0.88294 -0.43491  -0.408
C10 -2.67866 -1.35286 1.01574  -0.415
C11 -3.49269 -0.46948 1.96407  -0.221
N1 -2.89157 -0.34958 3.30670  -0.668
C12 -1.57575 0.22800 3.23749  0.718
C13 -1.36748 1.71201 3.00100  -0.750
O3 -0.64626 -0.47282 3.32314  -0.536
N2 -0.63778 -0.82413 -2.14099  -0.758
C14 0.63138 -0.69356 -2.65754  1.084
N3 0.86089 -0.79852 -3.96961  -0.905
N4 1.67016 -0.39349 -1.75690  -0.610
C15 1.80300 -1.63390 -0.98983  0.099
O4 1.55387 -2.65568 -1.94937  -0.550
C16 1.53765 -3.92499 -1.30167  -0.262
H1 2.57557 -0.85566 3.23522  0.229
H2 3.37942 -1.31235 1.76274  0.197
H3 3.79681 0.22110 2.60689  0.218
H4 1.56743 1.05586 2.27561  0.233
H5 1.09520 -0.45982 1.43798  0.223
H6 2.31220 2.04419 0.47328  0.257
H7 1.41284 1.82027 -2.88693  0.211
H8 2.54845 2.39400 -1.71772  0.257
H9 -0.37085 3.17525 -1.95806  0.157
H10 1.09174 4.11314 -1.94408  0.188
H11 -0.12616 4.15861 0.07363  0.489
H12 -0.89146 1.21223 -2.14872  0.176
H13 -2.97558 1.06200 -1.33795  0.231
H14 -2.15552 1.00676 0.20141  0.237
H15 -4.00458 -0.75137 -0.51412  0.223
H16 -2.68151 -1.67786 -1.13769  0.205
H17 -3.11480 -2.34496 1.07105  0.223
H18 -1.61859 -1.38397 1.25393  0.211
H19 -4.47309 -0.92148 2.08720  0.217
H20 -3.69497 0.52310 1.54025  0.159
H21 -3.48073 0.27434 3.85507  0.369
H22 -0.66052 2.06583 3.74375  0.253
H23 -2.29556 2.27892 2.99337  0.217
H24 -0.90196 1.82190 2.02119  0.246
H25 -0.71753 -1.64517 -1.54260  0.445
H26 0.62928 -0.03375 -4.59116  0.453
H27 1.33440 -1.61636 -4.33330  0.470
H28 2.79139 -1.78606 -0.56344  0.226
H29 1.01251 -1.70187 -0.23166  0.160
H30 1.12479 -4.67777 -1.95794  0.218
H31 2.55116 -4.19222 -1.00783  0.202
H32 0.91119 -3.91403 -0.40681  0.182

Forces on atoms 1 to 3 (eV/Å):
-0.8640 -0.0134 0.2947
1.8746 -0.5361 -0.1216
-0.6020 -0.7452 0.6529

The structure (SMILES) is CC[C@@H](Br)[C@]1(CCO)O[C@H](CCCCNC(C)=O)NC(N)=[N+]1COC. Its multiplicity is 1. The charge is +1.

=====

(2)
C16H32BrNO20S5Si | the ωB97M-V functional and the def2-TZVPD basis

Last column: Mulliken charge in e.
Atoms and positions in Å:
N1 0.07306 -0.73427 0.49530  -0.493
C1 -1.04528 -0.18753 0.91830  -0.242
C2 -2.21939 0.29561 -0.04874  -0.298
Si1 -1.67111 1.61882 -1.34715  0.168
C3 0.20259 1.74353 -1.59895  -0.497
C4 0.90220 0.78750 -2.65697  -0.450
C5 0.02388 -0.30707 -3.39830  -0.692
C6 -0.80351 0.26504 -4.68568  -0.289
S1 -2.50199 -0.44658 -4.84913  1.171
O1 -2.59956 -1.42895 -5.99935  -0.641
O2 -3.46011 0.71325 -5.07885  -0.615
O3 -3.04799 -1.24837 -3.48910  -0.510
C7 -2.27603 3.35191 -0.70362  -0.289
C8 -2.87099 4.26412 -1.86935  0.179
O4 -3.59930 5.22943 -1.52405  -0.521
Br1 -2.51458 4.00780 -3.81107  -0.116
H1 0.05483 -0.81711 -0.53550  0.137
H2 -1.20290 -0.05572 2.04747  0.379
H3 -3.03798 0.80389 0.59317  0.240
H4 -2.71361 -0.62203 -0.51165  0.294
H5 -2.45371 1.33808 -2.56094  -0.238
H6 0.72100 1.59236 -0.57916  0.548
H7 0.44234 2.83751 -1.89303  0.425
H8 1.43376 1.44116 -3.44635  0.176
H9 1.75970 0.22946 -2.11726  -0.049
H10 0.77011 -1.05165 -3.87218  0.417
H11 -0.62949 -0.96814 -2.71950  0.520
H12 -0.94158 1.39423 -4.47943  0.065
H13 -0.20919 0.17746 -5.66602  0.477
H14 -3.55156 -0.64952 -2.89154  0.372
H15 -3.02695 3.22510 0.15621  0.182
H16 -1.33001 3.84706 -0.26164  0.314
C9 4.19434 -3.42745 2.98757  -0.351
C10 2.84071 -2.73727 3.02091  -0.039
O5 2.91830 -1.72138 2.01954  -0.314
S2 3.87901 -2.23301 0.81979  1.148
O6 3.05233 -2.76083 -0.22540  -0.544
O7 4.88299 -1.23778 0.58770  -0.574
O8 4.55672 -3.47964 1.60641  -0.352
H17 4.95048 -2.84009 3.51614  0.292
H18 4.15560 -4.43176 3.41012  0.279
H19 2.62045 -2.30166 3.99420  0.379
H20 2.04066 -3.42579 2.74156  0.065
C11 4.96826 -0.90578 -5.57532  -0.355
C12 4.41696 -0.24805 -4.32027  -0.296
O9 3.49045 0.73155 -4.79365  -0.290
S3 2.81008 0.19810 -6.16588  1.100
O10 1.54142 -0.39023 -5.83989  -0.560
O11 2.96166 1.20642 -7.16840  -0.611
O12 3.85811 -1.00046 -6.47028  -0.320
H21 5.73273 -0.28127 -6.04577  0.305
H22 5.38146 -1.89462 -5.37486  0.324
H23 5.19623 0.21823 -3.71787  0.351
H24 3.86536 -0.96697 -3.70714  0.238
C13 -2.75292 5.39784 3.16033  -0.043
C14 -4.14803 5.07288 3.67043  -0.381
O13 -4.15484 3.65585 3.85086  -0.317
S4 -2.66772 3.16926 4.28001  0.999
O14 -2.63132 3.03530 5.70519  -0.570
O15 -2.26161 2.12238 3.39153  -0.380
O16 -1.87634 4.52641 3.87793  -0.308
H25 -2.65993 5.17268 2.09405  0.053
H26 -2.48184 6.43929 3.33535  0.311
H27 -4.92740 5.37581 2.97144  0.337
H28 -4.33143 5.53835 4.64320  0.306
C15 -1.66555 -3.54190 5.62401  -0.318
C16 -1.23223 -4.66169 6.55724  -0.415
O17 -0.25691 -5.40033 5.82036  -0.310
S5 0.54826 -4.38619 4.84410  1.126
O18 1.77290 -4.01659 5.49142  -0.553
O19 0.49989 -4.90714 3.51226  -0.541
O20 -0.47554 -3.13351 4.94749  -0.208
H29 -2.37585 -3.90390 4.87558  0.290
H30 -2.10445 -2.70197 6.16327  0.318
H31 -2.06229 -5.30469 6.84911  0.315
H32 -0.74836 -4.26357 7.45387  0.290

Forces on atoms 1 to 3 (eV/Å):
-2.7581 1.1846 0.9366
0.9477 -0.6891 -0.9414
-0.1950 -0.2854 1.5526

The structure (SMILES) is [H]/N=C\C[Si@H](CCCCS(=O)(=O)O)CC(=O)Br.O=S1(=O)OCCO1.O=S1(=O)OCCO1.O=S1(=O)OCCO1.O=S1(=O)OCCO1. Its multiplicity is 1.

=====

(3)
C16H32Cl16 | the ωB97M-V functional and the def2-TZVPD basis

Last column: natural (NBO) charge in e.
Atoms and positions in Å:
Cl1 5.81245 -0.78411 -5.10743  -0.074
C1 4.73988 -1.64419 -3.94355  -0.381
C2 3.90368 -0.67492 -3.13863  -0.378
Cl2 2.71331 0.14686 -4.21554  -0.080
H1 5.45549 -2.15286 -3.29761  0.221
H2 4.22922 -2.40454 -4.53448  0.233
H3 4.57588 0.07792 -2.72695  0.236
H4 3.32581 -1.13531 -2.33725  0.223
Cl3 0.15099 2.28132 2.88273  -0.078
C3 -1.25684 2.55417 3.91245  -0.389
C4 -0.89142 2.79337 5.36645  -0.411
Cl4 -0.07190 1.37842 6.02023  -0.027
H5 -1.86284 1.66199 3.75477  0.229
H6 -1.68688 3.45504 3.47472  0.231
H7 -1.75473 3.11604 5.94842  0.231
H8 -0.27622 3.69135 5.42372  0.223
Cl5 4.22697 2.26892 -0.77439  -0.051
C5 3.02963 2.21983 0.53959  -0.397
C6 3.39353 3.14041 1.73349  -0.404
Cl6 5.00594 2.81959 2.37538  -0.047
H9 3.04921 1.18111 0.86941  0.214
H10 2.01511 2.41328 0.19115  0.229
H11 2.69003 3.07391 2.56342  0.233
H12 3.35298 4.19532 1.46217  0.220
Cl7 1.17403 -1.05118 -0.57662  -0.036
C7 -0.01314 -0.36300 0.44335  -0.439
C8 -1.29996 -1.03714 0.40119  -0.388
Cl8 -2.02797 -0.68635 -1.21997  -0.108
H13 -0.12819 0.65913 0.08266  0.221
H14 0.38355 -0.25396 1.45273  0.243
H15 -1.98572 -0.88624 1.23490  0.251
H16 -1.12238 -2.11257 0.40601  0.243
Cl9 -0.14647 4.54188 -0.11848  -0.104
C9 -1.54169 3.31340 -0.25708  -0.355
C10 -2.86083 3.98845 -0.68854  -0.394
Cl10 -3.53944 5.19869 0.45344  -0.072
H17 -1.57043 2.80915 0.70884  0.225
H18 -1.25287 2.61055 -1.03854  0.230
H19 -3.69682 3.29023 -0.64743  0.234
H20 -2.88666 4.41677 -1.69052  0.230
Cl11 1.00609 -3.05032 -5.54111  -0.067
C11 -0.01721 -1.85213 -4.70816  -0.391
C12 -1.41525 -2.33782 -4.41745  -0.383
Cl12 -1.41287 -3.89481 -3.51286  -0.058
H21 0.07802 -0.92795 -5.27820  0.235
H22 0.40662 -1.69121 -3.71691  0.218
H23 -1.91944 -2.37606 -5.38307  0.217
H24 -1.85061 -1.58675 -3.75831  0.227
Cl13 2.79622 -5.14243 2.49342  -0.062
C13 2.38690 -4.06137 1.12047  -0.383
C14 1.10198 -4.54073 0.41139  -0.401
Cl14 -0.33946 -4.38131 1.43557  -0.049
H25 3.25953 -3.93141 0.48038  0.228
H26 2.15149 -3.08868 1.55238  0.217
H27 1.31817 -5.57313 0.13658  0.223
H28 0.90068 -4.00245 -0.51480  0.234
Cl15 -3.91368 1.09322 1.46566  -0.052
C15 -4.92969 -0.27354 1.12285  -0.434
C16 -5.25747 -1.12250 2.34231  -0.371
Cl16 -3.93646 -2.33543 2.60282  -0.079
H29 -4.48457 -0.81347 0.28712  0.244
H30 -5.77028 0.15349 0.57592  0.235
H31 -6.07756 -1.81662 2.15859  0.235
H32 -5.43543 -0.55731 3.25718  0.233

Forces on atoms 1 to 3 (eV/Å):
-0.1947 0.0733 0.0503
0.7236 -0.3387 -0.0807
0.0323 0.0990 -0.6478

The structure (SMILES) is ClCCCl.ClCCCl.ClCCCl.ClCCCl.ClCCCl.ClCCCl.ClCCCl.ClCCCl. Its multiplicity is 1. As for the energy above the lowest of the compared OMol25 structures with the same formula, charge and spin: 122.1 kJ/mol.

=====

| no. | E_tot (a.u.) | LUMO energy (eV) | orbital gap (eV) |
| --- | --- | --- | --- |
| 1 | -3722.482660 | -5.632 | 6.28 |
| 2 | -7042.647939 | 0.183 | 10.18 |
| 3 | -7991.912537 | 0.159 | 10.73 |